80
Properties=species:S:1:pos:R:3:forces:R:3 method="wB97M-V/def2-TZVPD" s2=1.05 total_energy_ev=-80369.6654 multiplicity=2 relative_energy_ev=0.000 largest_force_ev_per_a=4.052 orbital_gap_ev="7.2 / 6.4"
V -0.27096 -0.05876 1.91004 0.4837 2.7258 2.9584
P -0.00341 0.55710 -0.39032 0.4918 0.7202 -1.2674
Cl 1.17521 1.72412 2.36661 -0.2743 0.0508 -0.4286
C -1.95275 0.69243 1.95957 -0.6535 0.1492 -0.4767
H -2.95076 0.27585 1.71745 0.4924 0.2774 0.2320
H -2.02269 1.77134 2.21924 0.1937 -0.5859 0.0817
C 1.83403 0.80285 -0.65645 -0.3346 0.1790 -0.1371
C -0.81992 2.23958 -0.58002 0.2898 -0.1480 -0.1826
C 2.33602 0.88943 -2.10515 0.1767 0.0379 -0.0506
H 2.00865 1.78096 -0.17133 -0.0174 -0.3324 -0.1108
C 3.82469 1.25516 -2.12804 0.0999 0.0422 0.1157
H 2.19647 -0.07533 -2.61399 0.0723 0.1904 0.1178
H 1.77646 1.63791 -2.68354 0.1214 -0.2202 0.2006
C 4.68362 0.30226 -1.28394 -0.1045 -0.0284 -0.2193
H 4.18372 1.26948 -3.16419 -0.0135 0.0152 0.1442
H 3.93954 2.27573 -1.73759 -0.0258 -0.0832 -0.0425
C 4.12989 0.11278 0.12582 -0.1139 0.0297 0.0961
H 4.73101 -0.67254 -1.78612 -0.0200 0.0378 0.0190
H 5.71094 0.67953 -1.23369 -0.1013 -0.0702 -0.0240
C 2.63683 -0.24995 0.13116 0.2485 -0.0559 -0.1410
H 4.69802 -0.66120 0.65208 -0.0349 0.0667 -0.0422
H 4.26349 1.04030 0.69849 -0.0856 -0.0812 -0.0444
H 2.48997 -1.24661 -0.32125 0.0898 0.2374 0.0353
H 2.30341 -0.31437 1.17681 0.0641 0.0413 -0.3423
C -0.66361 -0.50873 -1.78568 -0.0703 0.2942 0.2404
C -2.32591 2.09669 -0.84978 -0.0079 -0.0113 -0.0260
H -0.67881 2.69456 0.41716 -0.0171 -0.1593 -0.3030
C -3.02131 3.46049 -0.79775 0.0477 -0.0079 0.0997
H -2.47596 1.65090 -1.84296 -0.0720 0.1364 0.1886
H -2.78619 1.41559 -0.12384 0.0926 0.1461 -0.1536
C -2.39489 4.47068 -1.76018 0.0758 -0.0595 -0.1660
H -4.08616 3.33291 -1.02435 0.1176 0.0639 0.0511
H -2.95711 3.85599 0.22462 -0.0036 -0.0871 -0.0606
C -0.86979 4.54556 -1.62346 0.0494 0.0501 0.2058
H -2.65220 4.19825 -2.79237 0.0206 -0.0264 0.0739
H -2.82425 5.46275 -1.58138 0.0310 -0.1119 -0.0826
C -0.18884 3.17082 -1.62707 -0.0206 0.0210 -0.1621
H -0.44626 5.15781 -2.42911 -0.0891 -0.0409 0.1406
H -0.62603 5.05054 -0.67978 0.0048 -0.0403 -0.0646
H -0.29235 2.72671 -2.62791 0.0597 0.1443 0.2106
H 0.88851 3.29584 -1.44863 -0.2637 -0.0020 0.0208
C 0.06153 -1.86108 -1.87295 0.0164 -0.1136 -0.0135
H -1.70728 -0.69251 -1.46130 0.2459 -0.0127 -0.1512
C -0.67242 -2.81118 -2.82657 -0.0082 0.0611 -0.0228
H 1.09544 -1.70436 -2.22438 -0.3386 -0.0589 0.0828
H 0.13063 -2.33774 -0.88912 -0.0299 0.1095 -0.3018
C -0.86334 -2.20687 -4.22191 0.0733 0.0700 0.0033
H -0.11440 -3.75405 -2.89333 -0.1657 0.1233 -0.0162
H -1.65856 -3.04627 -2.39913 0.1429 0.0136 -0.0275
C -1.45795 -0.79350 -4.16874 -0.0356 -0.0100 0.1360
H 0.10448 -2.17697 -4.74098 -0.0821 0.0281 0.0874
H -1.51861 -2.85545 -4.81353 0.1230 0.0623 0.0128
C -0.72271 0.13032 -3.18418 0.1095 -0.0102 -0.2504
H -1.44485 -0.33816 -5.16765 -0.0502 -0.1185 0.1666
H -2.51080 -0.86138 -3.85915 0.0977 0.0172 -0.0550
H 0.29936 0.31072 -3.55376 -0.3522 -0.0695 0.1130
H -1.23037 1.10357 -3.16230 0.1968 -0.4001 -0.0477
C 0.14027 -2.13982 1.64577 -3.2101 -1.8152 -0.8739
C -1.27057 -1.83880 1.37944 2.1897 -2.7825 -0.3540
H 0.81523 -2.26464 0.78136 -0.3607 0.8083 0.4813
C -2.36152 -2.29869 2.31563 -0.0940 -0.1365 0.7317
H -1.57642 -1.79099 0.32780 0.1663 0.4808 0.3586
C -1.85364 -2.73519 3.70455 -0.3337 0.2119 0.3968
H -3.14472 -1.53283 2.42444 0.2687 -0.3355 -0.0210
H -2.85444 -3.18184 1.87987 0.1670 0.1946 -0.2599
C -0.63108 -3.63966 3.60787 0.1235 -0.0552 -0.2868
H -1.66279 -1.85618 4.34239 -0.0018 -0.3251 -0.3141
H -2.65581 -3.30251 4.20857 0.1852 0.2690 -0.1915
C 0.53717 -3.04752 2.78484 0.5066 -0.2165 0.7999
H -0.27488 -3.93069 4.60519 -0.0616 0.2002 -0.1844
H -0.94302 -4.58013 3.12781 0.0106 0.1811 0.0110
H 1.26622 -2.55422 3.44797 -0.3738 -0.1883 -0.3153
H 1.07787 -3.91089 2.35832 -0.0820 0.3806 -0.1647
C 1.18194 -0.80477 6.03428 0.1829 -0.0049 -0.2803
O 0.97237 -0.83987 4.60932 -0.0356 0.1874 0.2729
C -0.06925 -0.09265 4.10829 -0.3717 0.1006 0.1924
O -0.74946 0.56437 4.87665 0.3799 -0.4544 -0.3976
H 0.34013 -1.27136 6.56618 0.2134 0.2336 -0.1317
H 1.32680 0.22899 6.37475 -0.1224 -0.3231 -0.0220
H 2.09909 -1.39063 6.17850 -0.2887 0.1924 0.1322